{
  "formula": "C59H55N10O2P",
  "method": "the ωB97M-V functional and the def2-TZVPD basis",
  "symbols": ["N", "P", "C", "C", "C", "C", "C", "C", "C", "O", "C", "C", "C", "C", "C", "C", "C", "O", "H", "H", "H", "H", "H", "H", "H", "H", "H", "H", "N", "C", "C", "C", "C", "C", "H", "H", "H", "H", "H", "N", "C", "C", "C", "C", "C", "H", "H", "H", "H", "H", "N", "C", "C", "C", "C", "C", "H", "H", "H", "H", "H", "N", "C", "C", "C", "C", "C", "H", "H", "H", "H", "H", "N", "C", "C", "C", "C", "C", "H", "H", "H", "H", "H", "N", "C", "C", "C", "C", "C", "H", "H", "H", "H", "H", "N", "C", "C", "C", "C", "C", "H", "H", "H", "H", "H", "N", "C", "C", "C", "C", "C", "H", "H", "H", "H", "H", "N", "C", "C", "C", "C", "C", "H", "H", "H", "H", "H"],
  "xyz": [[0.431, -5.421, -1.645], [-0.848, -4.867, -0.829], [-1.461, -6.086, 0.458], [-0.498, -7.026, 1.077], [-0.853, -7.994, 2.118], [-2.265, -8.022, 2.569], [-3.234, -7.108, 1.955], [-2.901, -6.121, 0.897], [-4.060, -5.193, 0.313], [-3.890, -4.121, -0.258], [-5.514, -5.697, 0.445], [-6.668, -5.271, -0.443], [-8.014, -5.839, -0.269], [-8.311, -6.854, 0.782], [-7.198, -7.247, 1.679], [-5.844, -6.681, 1.502], [-4.711, -7.142, 2.467], [-4.943, -7.497, 3.606], [0.587, -6.361, -1.264], [-0.504, -3.689, -0.073], [-1.886, -4.551, -1.773], [0.579, -7.013, 0.752], [-0.101, -8.677, 2.579], [-2.520, -8.762, 3.365], [-6.507, -4.520, -1.256], [-8.874, -5.561, -0.932], [-9.316, -7.317, 0.908], [-7.344, -7.987, 2.500], [-1.266, 0.680, -1.854], [-1.173, 1.335, -0.689], [-1.813, 0.936, 0.473], [-2.598, -0.206, 0.430], [-2.712, -0.903, -0.763], [-2.028, -0.419, -1.868], [-0.550, 2.223, -0.706], [-1.700, 1.503, 1.388], [-3.115, -0.551, 1.319], [-3.313, -1.800, -0.839], [-2.082, -0.931, -2.824], [3.220, 0.013, -2.260], [4.231, -0.865, -2.302], [4.131, -2.183, -1.879], [2.913, -2.619, -1.378], [1.853, -1.729, -1.322], [2.056, -0.434, -1.774], [5.164, -0.476, -2.699], [4.983, -2.849, -1.940], [2.792, -3.641, -1.036], [0.887, -2.031, -0.939], [1.253, 0.294, -1.752], [-0.248, 4.333, 1.192], [-0.580, 4.414, 2.485], [-1.594, 5.225, 2.974], [-2.305, 6.001, 2.073], [-1.983, 5.939, 0.727], [-0.955, 5.096, 0.337], [0.006, 3.791, 3.153], [-1.819, 5.247, 4.032], [-3.104, 6.648, 2.417], [-2.517, 6.531, -0.005], [-0.667, 5.010, -0.706], [-0.545, -4.163, -4.618], [-0.589, -4.268, -5.951], [0.418, -3.825, -6.793], [1.535, -3.233, -6.223], [1.604, -3.111, -4.845], [0.544, -3.591, -4.091], [-1.484, -4.735, -6.349], [0.330, -3.938, -7.866], [2.344, -2.871, -6.848], [2.460, -2.654, -4.364], [0.553, -3.524, -3.013], [-8.207, -2.907, 3.020], [-7.082, -3.244, 2.378], [-6.185, -2.321, 1.861], [-6.471, -0.974, 2.009], [-7.632, -0.601, 2.668], [-8.460, -1.601, 3.153], [-6.903, -4.309, 2.278], [-5.285, -2.650, 1.355], [-5.796, -0.221, 1.617], [-7.889, 0.442, 2.803], [-9.378, -1.358, 3.679], [2.625, 8.852, 0.497], [2.719, 9.509, 1.659], [2.081, 9.114, 2.824], [1.294, 7.973, 2.787], [1.178, 7.274, 1.595], [1.860, 7.752, 0.487], [3.342, 10.398, 1.639], [2.196, 9.685, 3.737], [0.779, 7.632, 3.675], [0.574, 6.381, 1.527], [1.803, 7.237, -0.467], [5.181, 6.415, -2.006], [6.157, 6.210, -2.898], [6.677, 7.202, -3.715], [6.155, 8.481, -3.605], [5.143, 8.719, -2.689], [4.695, 7.659, -1.917], [6.530, 5.192, -2.949], [7.469, 6.978, -4.418], [6.534, 9.284, -4.227], [4.710, 9.705, -2.576], [3.907, 7.797, -1.184], [1.553, 7.373, 5.760], [2.886, 7.470, 5.688], [3.716, 7.544, 6.795], [3.134, 7.519, 8.053], [1.756, 7.422, 8.155], [1.016, 7.350, 6.986], [3.294, 7.489, 4.683], [4.789, 7.618, 6.676], [3.749, 7.576, 8.944], [1.266, 7.400, 9.120], [-0.066, 7.269, 7.015], [6.277, -4.739, -2.964], [5.899, -4.437, -4.215], [6.162, -5.240, -5.313], [6.858, -6.421, -5.112], [7.260, -6.755, -3.829], [6.945, -5.886, -2.797], [5.360, -3.502, -4.323], [5.831, -4.948, -6.301], [7.084, -7.075, -5.946], [7.806, -7.668, -3.633], [7.236, -6.106, -1.775]],
  "energy_ha": -3320.4611,
  "homo_ha": -0.310,
  "max_force_ev_per_a": 3.6,
  "smiles": "N=[PH2]c1cccc2c1C(=O)c1ccccc1C2=O.c1ccncc1.c1ccncc1.c1ccncc1.c1ccncc1.c1ccncc1.c1ccncc1.c1ccncc1.c1ccncc1.c1ccncc1",
  "orbital_gap_ev": 6.9,
  "e_lumo_ev": -1.5
}

=====

{
  "formula": "C59H70ClF7N3O3P",
  "method": "the ωB97M-V functional and the def2-TZVPD basis",
  "symbols": ["C", "C", "C", "C", "C", "C", "N", "C", "O", "C", "C", "C", "C", "C", "C", "C", "C", "O", "C", "P", "O", "Cl", "N", "C", "N", "H", "H", "H", "H", "H", "H", "H", "H", "H", "H", "H", "H", "H", "H", "H", "H", "H", "H", "H", "H", "H", "H", "H", "H", "H", "H", "H", "H", "H", "H", "H", "H", "H", "H", "H", "F", "C", "C", "C", "C", "C", "C", "H", "H", "H", "H", "H", "F", "C", "C", "C", "C", "C", "C", "H", "H", "H", "H", "H", "F", "C", "C", "C", "C", "C", "C", "H", "H", "H", "H", "H", "F", "C", "C", "C", "C", "C", "C", "H", "H", "H", "H", "H", "F", "C", "C", "C", "C", "C", "C", "H", "H", "H", "H", "H", "F", "C", "C", "C", "C", "C", "C", "H", "H", "H", "H", "H", "F", "C", "C", "C", "C", "C", "C", "H", "H", "H", "H", "H"],
  "xyz": [[3.145, 7.638, 1.830], [2.740, 6.295, 1.565], [1.949, 4.876, 1.438], [2.641, 4.070, 0.145], [2.458, 4.854, -1.283], [1.145, 4.411, -2.159], [0.877, 2.924, -2.211], [2.332, 4.004, 2.813], [3.051, 2.753, 2.526], [2.422, 1.585, 3.162], [1.274, 0.848, 2.195], [-0.153, 1.656, 2.169], [-1.455, 0.666, 2.334], [-2.142, 0.187, 0.926], [-2.607, 1.396, -0.075], [-2.969, 2.815, 0.658], [-4.118, 2.727, 1.824], [-4.938, 3.968, 1.709], [-4.257, 5.117, 2.326], [3.837, 0.255, 3.321], [3.532, -0.832, 4.648], [3.790, -0.985, 1.552], [0.480, 4.928, 1.163], [-0.110, 6.308, 1.085], [0.164, 7.034, -0.250], [3.444, 8.722, 2.232], [2.208, 2.986, 0.067], [3.811, 4.047, 0.376], [3.411, 4.607, -1.941], [2.426, 6.031, -1.193], [0.145, 4.942, -1.862], [1.369, 4.746, -3.283], [0.255, 2.740, -1.367], [0.386, 2.631, -3.089], [3.080, 4.673, 3.459], [1.380, 3.861, 3.517], [1.967, 1.823, 4.239], [1.710, 0.912, 1.085], [1.131, -0.301, 2.484], [-0.160, 2.367, 3.128], [-0.159, 2.319, 1.202], [-1.044, -0.326, 2.856], [-2.243, 1.105, 3.116], [-1.303, -0.427, 0.338], [-3.019, -0.604, 1.103], [-1.800, 1.551, -0.921], [-3.585, 1.008, -0.638], [-2.057, 3.395, 1.108], [-3.414, 3.524, -0.192], [-3.570, 2.818, 2.880], [-4.764, 1.752, 1.817], [-4.536, 5.271, 3.452], [-4.611, 6.102, 1.756], [-3.089, 5.104, 2.248], [4.381, -1.393, 4.720], [-0.028, 4.445, 1.943], [-1.296, 6.157, 1.082], [0.094, 6.999, 2.023], [-0.594, 6.809, -0.949], [0.038, 8.058, -0.036], [0.919, -6.544, 1.378], [1.486, -5.723, 2.273], [1.840, -4.434, 1.890], [2.426, -3.577, 2.822], [2.661, -4.024, 4.125], [2.307, -5.321, 4.498], [1.711, -6.174, 3.569], [1.658, -4.107, 0.872], [2.699, -2.565, 2.535], [3.122, -3.357, 4.851], [2.494, -5.668, 5.511], [1.421, -7.182, 3.844], [-1.008, 3.312, -4.721], [-2.313, 3.013, -4.670], [-2.801, 1.952, -5.424], [-4.159, 1.637, -5.368], [-5.016, 2.396, -4.566], [-4.517, 3.463, -3.817], [-3.157, 3.770, -3.865], [-2.122, 1.379, -6.047], [-4.550, 0.804, -5.947], [-6.076, 2.153, -4.526], [-5.186, 4.054, -3.198], [-2.751, 4.590, -3.283], [9.855, -2.840, -1.058], [8.550, -3.139, -1.008], [8.061, -4.200, -1.762], [6.703, -4.515, -1.705], [5.846, -3.756, -0.904], [6.346, -2.689, -0.155], [7.705, -2.382, -0.203], [8.740, -4.773, -2.385], [6.313, -5.348, -2.285], [4.787, -3.999, -0.864], [5.676, -2.098, 0.465], [8.112, -1.562, 0.380], [1.968, 5.844, 4.845], [2.492, 6.837, 5.576], [1.683, 7.529, 6.470], [2.229, 8.560, 7.235], [3.578, 8.895, 7.089], [4.381, 8.197, 6.185], [3.837, 7.160, 5.429], [0.636, 7.261, 6.564], [1.607, 9.102, 7.942], [4.002, 9.701, 7.682], [5.429, 8.462, 6.070], [4.449, 6.601, 4.728], [-3.855, -1.675, -6.484], [-3.270, -1.483, -7.674], [-3.930, -0.744, -8.650], [-3.319, -0.539, -9.887], [-2.058, -1.085, -10.138], [-1.405, -1.829, -9.154], [-2.012, -2.025, -7.913], [-4.913, -0.335, -8.439], [-3.823, 0.044, -10.653], [-1.583, -0.929, -11.104], [-0.426, -2.257, -9.353], [-1.515, -2.593, -7.134], [-4.532, -10.299, 1.120], [-3.313, -10.129, 1.650], [-2.736, -11.161, 2.381], [-1.464, -10.988, 2.928], [-0.789, -9.778, 2.747], [-1.379, -8.746, 2.016], [-2.646, -8.925, 1.460], [-3.279, -12.091, 2.518], [-1.001, -11.791, 3.495], [0.201, -9.641, 3.178], [-0.854, -7.804, 1.880], [-3.116, -8.136, 0.881], [-4.593, -6.831, -0.487], [-4.386, -7.151, -1.771], [-4.337, -6.143, -2.728], [-4.116, -6.475, -4.065], [-3.957, -7.814, -4.431], [-4.013, -8.819, -3.464], [-4.223, -8.485, -2.126], [-4.470, -5.109, -2.426], [-4.068, -5.694, -4.820], [-3.789, -8.073, -5.475], [-3.894, -9.860, -3.753], [-4.261, -9.253, -1.361]],
  "energy_ha": -4180.3138,
  "homo_ha": -0.322,
  "max_force_ev_per_a": 10.1,
  "smiles": "C#C[C@@](CCCN)(CO[C@@H](CCCCCCCOC)P(O)Cl)NCN.Fc1ccccc1.Fc1ccccc1.Fc1ccccc1.Fc1ccccc1.Fc1ccccc1.Fc1ccccc1.Fc1ccccc1",
  "orbital_gap_ev": 9.1,
  "e_lumo_ev": 0.4
}

=====

{
  "formula": "C59H71BrN2O3OsPS2",
  "method": "the ωB97M-V functional and the def2-TZVPD basis",
  "symbols": ["Os", "C", "C", "C", "C", "C", "C", "C", "C", "C", "C", "C", "C", "N", "C", "C", "N", "C", "C", "C", "C", "C", "C", "C", "C", "C", "C", "C", "C", "H", "H", "H", "H", "H", "H", "H", "H", "H", "H", "H", "H", "H", "H", "H", "H", "H", "H", "H", "H", "H", "H", "H", "H", "H", "H", "H", "H", "H", "H", "H", "H", "H", "H", "H", "H", "C", "C", "C", "C", "C", "C", "C", "Br", "C", "O", "C", "C", "C", "C", "C", "C", "H", "H", "H", "H", "H", "H", "H", "H", "H", "H", "H", "H", "H", "H", "H", "H", "H", "H", "H", "H", "O", "C", "O", "C", "C", "C", "C", "C", "C", "H", "H", "H", "H", "H", "S", "P", "S", "C", "C", "C", "C", "C", "C", "C", "C", "C", "C", "C", "C", "H", "H", "H", "H", "H", "H", "H", "H", "H", "H"],
  "xyz": [[-0.173, 0.020, 0.252], [1.082, 0.813, 3.419], [2.312, -0.051, 3.158], [3.025, 0.124, 1.821], [1.929, -1.481, 3.433], [2.519, -2.050, 4.557], [2.218, -3.328, 4.985], [1.280, -4.037, 4.271], [0.662, -3.514, 3.137], [-0.417, -4.386, 2.525], [0.090, -5.791, 2.195], [-1.624, -4.456, 3.451], [0.996, -2.222, 2.673], [0.376, -1.796, 1.432], [0.597, -2.688, 0.441], [-0.134, -2.788, -0.750], [-1.187, -2.044, -1.043], [-1.886, -2.472, -2.208], [-2.155, -3.848, -2.473], [-2.479, -4.229, -3.772], [-2.684, -3.312, -4.782], [-2.673, -1.973, -4.442], [-2.309, -1.541, -3.171], [-2.477, -0.078, -2.837], [-3.960, 0.224, -2.594], [-1.919, 0.854, -3.915], [-2.377, -4.963, -1.450], [-3.133, -4.479, -0.223], [-1.176, -5.865, -1.136], [1.194, 1.804, 3.000], [0.909, 0.875, 4.496], [0.183, 0.379, 2.980], [3.046, 0.226, 3.922], [2.496, -0.339, 0.996], [4.009, -0.346, 1.876], [3.157, 1.180, 1.579], [3.235, -1.453, 5.107], [2.697, -3.753, 5.857], [1.001, -5.027, 4.606], [-0.751, -3.929, 1.604], [0.405, -6.327, 3.091], [0.939, -5.760, 1.511], [-0.702, -6.377, 1.726], [-1.363, -4.913, 4.408], [-2.424, -5.043, 2.995], [-2.003, -3.459, 3.641], [1.410, -3.403, 0.561], [0.239, -3.501, -1.480], [-2.638, -5.284, -3.967], [-2.920, -3.630, -5.788], [-2.954, -1.240, -5.183], [-1.974, 0.095, -1.889], [-4.539, 0.054, -3.504], [-4.090, 1.265, -2.292], [-4.364, -0.412, -1.803], [-2.480, 0.755, -4.843], [-0.871, 0.643, -4.130], [-2.003, 1.896, -3.602], [-3.085, -5.619, -1.966], [-2.604, -3.712, 0.325], [-3.340, -5.315, 0.448], [-4.086, -4.040, -0.523], [-0.490, -5.416, -0.423], [-0.620, -6.095, -2.046], [-1.525, -6.807, -0.707], [0.587, 6.952, -3.492], [-0.127, 7.173, -2.152], [-1.627, 7.364, -2.408], [0.416, 8.461, -1.531], [0.092, 5.963, -1.248], [-0.345, 4.710, -1.645], [-0.123, 3.627, -0.824], [-0.669, 1.951, -1.527], [0.485, 3.633, 0.446], [0.606, 2.564, 1.136], [0.944, 4.941, 0.836], [0.736, 6.024, -0.011], [1.647, 5.152, 2.182], [2.801, 4.152, 2.333], [2.247, 6.556, 2.330], [0.630, 4.979, 3.322], [0.449, 7.814, -4.149], [0.202, 6.070, -4.006], [1.656, 6.804, -3.334], [-1.800, 8.223, -3.060], [-2.156, 7.530, -1.468], [-2.064, 6.485, -2.883], [0.228, 9.299, -2.206], [1.491, 8.402, -1.361], [-0.069, 8.681, -0.579], [-0.834, 4.558, -2.599], [1.091, 6.985, 0.316], [3.514, 4.267, 1.513], [2.427, 3.131, 2.318], [3.331, 4.323, 3.273], [2.967, 6.777, 1.540], [2.771, 6.609, 3.286], [1.484, 7.336, 2.332], [0.373, 3.936, 3.471], [-0.289, 5.522, 3.094], [1.036, 5.372, 4.258], [1.618, -1.163, -2.855], [1.760, -0.224, -2.108], [1.451, -0.275, -0.817], [2.368, 1.071, -2.572], [2.809, 2.030, -1.666], [3.318, 3.235, -2.129], [3.386, 3.483, -3.492], [2.954, 2.522, -4.397], [2.451, 1.316, -3.938], [2.708, 1.846, -0.606], [3.633, 3.991, -1.421], [3.767, 4.431, -3.850], [3.004, 2.717, -5.461], [2.102, 0.554, -4.622], [-4.164, -1.578, 2.106], [-3.450, 0.180, 2.526], [-1.913, 1.023, 1.420], [-2.944, 0.364, 4.274], [-2.083, 1.387, 4.670], [-1.734, 1.528, 6.003], [-2.244, 0.652, 6.951], [-3.102, -0.364, 6.563], [-3.451, -0.509, 5.228], [-4.678, 1.520, 2.319], [-4.323, 2.866, 2.389], [-5.279, 3.848, 2.198], [-6.596, 3.498, 1.932], [-6.955, 2.162, 1.866], [-5.998, 1.174, 2.057], [-1.652, 2.048, 3.931], [-1.053, 2.314, 6.298], [-1.962, 0.755, 7.991], [-3.493, -1.056, 7.298], [-4.112, -1.305, 4.911], [-3.296, 3.151, 2.574], [-4.991, 4.890, 2.248], [-7.338, 4.269, 1.767], [-7.979, 1.884, 1.657], [-6.261, 0.127, 1.994]],
  "energy_ha": -6428.5485,
  "homo_ha": [-0.152, -0.176],
  "spin_multiplicity": 5,
  "max_force_ev_per_a": 1.0,
  "s_squared": 6.0327,
  "charge": -1,
  "orbital_gap_ev": [6.3, 6.0],
  "e_lumo_ev": [2.2, 1.2]
}